1.
A cluster of 2 separate species, CH6N3 in total. Source: OMol25; level of theory: wB97M-V/def2-TZVPD.

Structure (XYZ):
```
10
Properties=species:S:1:pos:R:3:forces:R:3:mulliken_charge:R:1
C 0.320066 0.411973 0.185688 3.2 0.6 -1.2 0.180
N -0.638039 -0.449653 -0.107560 -0.9 1.3 1.6 0.017
N 0.185007 1.554281 0.862255 1.9 -3.0 -1.7 -0.263
N -0.418995 -1.615878 -0.758167 1.1 -2.2 -0.6 -0.617
H 1.830860 0.286128 -0.351623 -4.9 -0.2 1.6 0.312
H -1.607563 -0.441510 0.364906 2.1 0.5 -0.8 0.306
H -0.699481 1.905781 1.055188 -1.5 1.1 0.8 0.234
H 1.064842 2.020567 0.947995 -0.2 1.0 0.5 0.264
H 0.424053 -2.112944 -0.429345 -0.8 0.4 -0.3 0.292
H -0.460750 -1.558744 -1.769335 0.0 0.3 0.1 0.275
```
Forces are in eV/Å.

Lowest unoccupied orbital energy in eV: -4.8
HOMO level in eV: -15.030
Calculated total energy in eV: -5594.8198
Frontier orbital gap in eV: 10.223
Energy relative to the best compared isomer or geometry (same formula, charge and spin) in kJ/mol: 397.99
Net charge: +1
Strongest force on any atom in hartree/bohr: 0.1001


2.
A cluster of 11 separate species, H22O11 in total. Source: OMol25; level of theory: wB97M-V/def2-TZVPD.

Structure (XYZ):
```
33
Properties=species:S:1:pos:R:3:forces:R:3:mulliken_charge:R:1
O 0.601550 -0.083073 -0.420137 0.0 0.1 -0.3 -0.490
H 1.151190 -0.761858 -0.827733 0.0 -0.1 0.2 0.294
H -0.273450 -0.233283 -0.795370 0.0 0.0 0.1 0.224
O 0.677923 2.012833 1.646896 0.4 0.2 0.0 -0.545
H 1.573255 1.769491 1.385829 -0.3 -0.1 0.1 0.212
H 0.797954 2.798775 2.191760 0.3 0.0 -0.1 0.309
O 1.373164 -3.517107 0.822088 0.0 -0.3 0.0 -0.605
H 2.176398 -3.775666 0.356305 0.0 0.2 0.1 0.294
H 1.430653 -3.981893 1.664501 -0.1 0.1 -0.1 0.301
O 4.749920 1.077609 -2.056568 0.1 -0.3 -0.1 -0.595
H 4.982621 1.542425 -2.868225 -0.1 0.1 0.1 0.289
H 4.519405 0.189795 -2.352605 0.0 0.1 0.0 0.310
O -2.864519 1.930754 -1.167832 0.2 0.1 -0.1 -0.625
H -2.116339 2.537124 -1.128710 -0.1 0.0 0.1 0.284
H -2.522448 1.166746 -1.645607 -0.1 -0.1 0.0 0.334
O -3.733188 -0.809979 -0.968745 -0.1 0.5 0.2 -0.567
H -3.273785 -1.020161 -0.147915 -0.2 -0.1 -0.1 0.254
H -4.084304 0.075373 -0.820898 -0.1 0.0 0.2 0.302
O 3.338220 -1.136696 1.019385 0.2 0.2 -0.1 -0.587
H 3.021905 -0.692044 1.813878 -0.1 -0.2 -0.1 0.289
H 4.055998 -0.574825 0.706199 0.0 0.0 0.0 0.311
O -2.964013 -1.649415 2.263396 -0.1 0.0 -0.3 -0.610
H -2.259622 -1.729667 1.610416 0.2 0.0 0.2 0.304
H -3.284642 -0.747219 2.152793 0.1 0.1 0.2 0.304
O -2.716555 -2.380444 -2.715599 0.3 -0.4 -0.4 -0.557
H -2.860188 -2.190828 -3.649626 0.0 0.0 0.1 0.280
H -2.671247 -3.342399 -2.675856 0.0 0.0 0.0 0.281
O 2.223237 2.824029 -1.033664 0.0 0.2 0.0 -0.595
H 1.365732 2.631311 -1.429307 0.1 -0.1 0.2 0.307
H 2.296329 2.189604 -0.311754 -0.1 0.0 -0.4 0.262
O -1.593147 1.639084 2.898306 -0.4 0.2 0.4 -0.546
H -1.996799 1.780745 3.762012 -0.1 -0.1 -0.1 0.290
H -1.121205 2.460858 2.722385 -0.2 -0.3 -0.1 0.286
```
Forces are in eV/Å.

Lowest unoccupied orbital energy in eV: 0.2
HOMO level in eV: -10.888
Calculated total energy in eV: -22878.4516
Frontier orbital gap in eV: 11.087
Energy relative to the best compared isomer or geometry (same formula, charge and spin) in kJ/mol: 295.46
Net charge: 0
Strongest force on any atom in hartree/bohr: 0.0138


3.
A cluster of 7 separate species, C47H43NO14P in total. Source: OMol25; level of theory: wB97M-V/def2-TZVPD.

Structure (XYZ):
```
106
Properties=species:S:1:pos:R:3:forces:R:3:mulliken_charge:R:1
O -5.575923 6.129307 0.929646 0.2 -0.3 -0.1 -0.452
C -5.166080 5.526797 -0.010187 0.2 0.5 -0.1 0.321
O -5.630571 4.230486 -0.268062 0.4 0.9 -0.7 -0.474
C -4.066253 6.198354 -0.928450 0.0 -1.0 0.0 -0.331
C -4.572089 6.440320 -2.416467 0.2 0.4 0.5 -0.665
P -3.554653 5.490821 -3.684361 -1.8 0.2 0.3 0.304
C -4.402952 3.851124 -3.920559 0.2 -0.9 -0.6 -0.428
C -3.496609 2.740359 -4.576719 1.0 0.4 -0.8 -0.797
C -2.213559 2.361545 -3.749082 -0.7 -0.5 0.1 -0.294
C -2.470409 2.122940 -2.210066 0.6 -0.7 -0.3 -0.502
N -1.226299 1.526550 -1.662835 -0.9 1.3 -0.2 0.368
C -0.094973 2.338125 -1.582803 1.8 -2.4 1.2 -0.280
C 0.986214 1.517052 -1.055759 -3.6 -0.2 -0.9 -0.578
C 0.339911 0.194751 -0.853922 -0.4 0.4 -0.3 -0.289
C -1.050837 0.201335 -1.247419 3.3 1.7 0.6 -0.258
H -6.162393 4.215583 -1.084381 0.3 0.0 0.4 0.336
H -3.781151 7.141005 -0.399703 -0.4 -0.8 -0.7 0.357
H -3.147918 5.544174 -0.962828 -0.9 0.5 0.3 0.262
H -4.539587 7.542587 -2.641024 0.1 -1.1 0.0 0.437
H -5.652906 6.146433 -2.519802 1.1 0.1 -0.2 0.444
H -3.642319 6.248549 -4.877367 0.1 -0.4 0.6 0.056
H -2.189866 5.395057 -3.320364 -0.5 0.1 0.0 0.165
H -5.246178 4.045076 -4.645215 0.7 0.1 1.0 0.540
H -4.795521 3.469301 -2.940408 0.3 0.7 -0.8 0.160
H -4.074315 1.815403 -4.851219 0.2 1.0 0.7 0.439
H -3.138437 3.155405 -5.563768 -0.4 -0.5 0.9 0.176
H -1.816932 1.386993 -4.150969 -0.3 1.0 0.3 0.408
H -1.395237 3.116605 -3.889044 -0.8 -0.6 0.2 0.214
H -2.715696 3.073881 -1.662620 0.2 -0.8 -0.4 0.006
H -3.274544 1.373510 -2.000338 0.4 0.7 -0.4 0.258
H -0.096364 3.408821 -1.878236 -0.2 -1.1 0.3 0.243
H 2.029305 1.839187 -0.877148 -1.0 -0.4 -0.1 0.378
H 0.874345 -0.691158 -0.458615 -0.5 0.8 -0.4 0.327
H -1.828884 -0.601683 -1.254422 0.9 1.3 -0.1 0.182
C 3.531069 -3.096181 0.838944 0.0 -0.1 0.1 -0.402
C 4.225408 -3.087975 1.975023 -0.1 0.0 0.0 -0.104
C 5.043442 -1.917789 2.366430 0.1 0.0 0.1 0.332
O 5.678826 -1.910814 3.402298 -0.1 0.0 -0.1 -0.543
C 5.059161 -0.755949 1.447373 0.1 0.2 -0.2 -0.233
C 4.364533 -0.764596 0.311260 0.1 0.1 0.1 -0.403
C 3.546520 -1.934952 -0.079696 0.0 0.0 -0.1 0.224
O 2.909871 -1.942421 -1.115548 0.1 0.0 0.1 -0.575
H 2.928793 -3.943071 0.537098 0.0 0.0 0.0 0.506
H 4.224278 -3.927395 2.657140 0.0 0.0 -0.1 0.355
H 5.661778 0.091096 1.750429 0.0 0.0 0.1 0.368
H 4.364539 0.075006 -0.372700 0.0 0.0 0.0 0.470
C -2.394100 -3.993139 -3.355883 0.1 -0.1 -0.1 -0.359
C -2.519622 -5.316552 -3.278456 0.1 0.2 -0.1 -0.388
C -3.426312 -5.945545 -2.290031 0.0 -0.3 0.0 0.337
O -3.540040 -7.150215 -2.216969 0.0 0.1 0.0 -0.536
C -4.188323 -5.045306 -1.393127 -0.1 0.2 0.1 -0.439
C -4.061777 -3.722101 -1.471677 -0.1 -0.1 0.1 -0.289
C -3.155625 -3.095326 -2.459658 0.0 0.1 0.0 0.516
O -3.040604 -1.885041 -2.533202 -0.1 -0.1 -0.1 -0.553
H -1.735910 -3.515832 -4.070903 0.0 0.0 0.0 0.423
H -1.970839 -5.988296 -3.926383 0.0 0.0 0.0 0.414
H -4.846516 -5.521613 -0.677517 0.0 0.0 0.0 0.421
H -4.610041 -3.049522 -0.823816 0.0 0.0 0.0 0.430
C -1.930061 6.781657 -9.339222 -0.1 -0.2 0.0 -0.366
C -2.211058 5.899841 -8.381205 0.0 0.0 0.0 -0.374
C -1.798129 6.131657 -6.982004 0.2 0.0 -0.2 0.297
O -2.055694 5.318842 -6.102661 0.0 0.1 -0.1 -0.410
C -1.062700 7.377914 -6.680926 0.0 0.0 0.0 -0.218
C -0.779877 8.262000 -7.635952 0.0 0.0 0.3 -0.411
C -1.193046 8.032310 -9.041115 0.1 0.2 -0.3 0.273
O -0.938975 8.834932 -9.909636 0.0 -0.1 0.2 -0.494
H -2.223739 6.628729 -10.369946 0.0 0.0 0.0 0.421
H -2.748973 4.981409 -8.580802 0.0 0.0 0.0 0.426
H -0.769183 7.528924 -5.649142 0.0 0.0 0.0 0.417
H -0.241539 9.179535 -7.434102 0.0 0.0 0.0 0.422
C 6.403611 0.574304 5.683964 0.0 -0.1 0.2 -0.185
C 7.098283 0.582517 6.820388 -0.1 -0.1 -0.1 -0.394
C 7.916841 1.752512 7.212212 0.1 -0.1 0.2 0.334
O 8.551651 1.760592 8.246190 -0.1 0.0 -0.1 -0.538
C 7.932010 2.913969 6.292374 0.0 0.1 -0.2 -0.380
C 7.237563 2.905678 5.156418 0.1 0.1 0.1 -0.351
C 6.419172 1.735310 4.765234 -0.1 -0.1 -0.1 0.457
O 5.783404 1.728909 3.728822 0.1 0.0 0.0 -0.534
H 5.800956 -0.272533 5.381012 0.0 0.0 -0.1 0.353
H 7.097940 -0.257015 7.504038 0.0 0.0 0.0 0.423
H 8.535104 3.760689 6.595051 0.0 0.0 0.0 0.399
H 7.237853 3.745224 4.472501 0.0 0.0 0.0 0.415
C 1.931587 -8.042080 2.425172 -0.1 -0.1 0.0 -0.594
C 1.623691 -8.934056 3.364946 0.0 0.0 -0.2 -0.373
C 1.987284 -8.711209 4.783937 0.0 -0.2 0.2 0.119
O 1.708855 -9.523167 5.640153 0.0 0.1 -0.1 -0.543
C 2.704532 -7.458053 5.116046 0.2 0.1 0.0 -0.177
C 3.012043 -6.567109 4.175168 0.1 -0.2 0.1 -0.347
C 2.648368 -6.790407 2.758308 0.1 0.0 -0.1 0.881
O 2.926503 -5.975119 1.898342 -0.1 -0.1 0.1 -0.489
H 1.674623 -8.187963 1.383461 0.0 0.0 0.0 0.461
H 1.099263 -9.854128 3.139365 0.0 0.0 0.0 0.420
H 2.961532 -7.310369 6.156805 -0.1 0.0 0.0 0.414
H 3.536455 -5.646432 4.401004 0.0 0.0 0.0 0.277
C 0.145661 -4.928565 5.074509 -0.1 0.1 -0.2 -0.092
C -0.966100 -4.491785 4.486549 0.2 -0.1 0.0 -0.359
C -2.126936 -4.033103 5.283694 -0.2 0.1 -0.1 0.289
O -3.141668 -3.636565 4.748051 0.1 0.0 0.0 -0.552
C -2.002167 -4.077805 6.758992 0.1 0.0 0.2 -0.401
C -0.889507 -4.514859 7.346757 -0.2 0.1 0.0 -0.413
C 0.270884 -4.973173 6.549451 0.2 -0.1 0.2 0.387
O 1.287417 -5.370091 7.084421 -0.1 0.1 -0.1 -0.527
H 1.002423 -5.267815 4.508822 -0.1 0.1 0.1 0.319
H -1.073500 -4.452049 3.409652 0.0 0.0 0.0 0.473
H -2.859884 -3.738231 7.325633 0.0 0.0 0.0 0.414
H -0.781607 -4.554840 8.423360 0.0 0.0 0.0 0.426
```
Forces are in eV/Å.

Lowest unoccupied orbital energy in eV: -4.6
HOMO level in eV: -9.937
Calculated total energy in eV: -88864.7594
Frontier orbital gap in eV: 5.380
Net charge: +1
Strongest force on any atom in hartree/bohr: 0.0733